Record 1
The following is a DFT calculation (ωB97M-V with the def2-TZVPD basis set) of a 8-piece molecular cluster, C33H61F2NO9Si overall.

```
107
Properties=species:S:1:pos:R:3:forces:R:3:lowdin_charge:R:1
Si -1.3337 -1.0192 -1.4407 -0.319 -0.291 0.216 0.613
F -1.0669 0.7836 -5.8680 -0.041 -0.246 0.096 0.057
F -0.7369 -1.3816 -5.9126 0.104 0.154 0.028 0.075
O -3.5721 -1.7287 2.3734 -0.069 -0.080 0.041 -0.099
O 0.2734 5.0046 -8.5836 0.051 -0.097 0.045 -0.083
O -1.3175 6.4431 -2.0676 0.205 0.173 0.075 -0.101
O -3.2874 4.4600 -2.7043 -0.025 -0.258 0.118 -0.091
O 0.3447 -1.7739 7.9341 0.207 0.116 0.061 -0.095
O 0.8592 -2.9987 5.3864 0.099 0.004 -0.096 -0.100
O 4.1254 -2.9770 -7.6371 0.152 0.056 0.128 0.132
O 5.4254 1.2745 -8.7386 0.045 0.030 0.174 0.131
O 2.4345 -2.7047 10.7679 -0.050 0.096 0.006 -0.091
N 5.0806 -1.0065 -8.4382 -0.332 0.167 1.156 0.175
C -0.0759 -1.6636 -0.2029 0.198 0.158 -0.314 -0.247
C 3.4731 0.4520 -7.5618 -0.194 -0.083 -0.036 -0.084
C -1.7796 0.7711 -1.1116 -0.230 -0.060 -0.279 -0.163
C 0.8244 4.0543 -9.4909 -0.040 0.148 -0.090 -0.323
C -1.7579 7.3270 -1.0466 -0.030 -0.143 0.035 -0.326
C -3.5011 -3.1117 2.7199 0.031 0.073 0.116 -0.321
C 4.1048 -1.7827 -7.7437 -0.037 -0.094 -0.248 -0.382
C -1.0654 7.0685 0.2789 0.066 -0.035 -0.042 -0.093
C 1.2078 -2.0834 -0.5657 -0.202 0.054 0.119 -0.102
C 2.0986 -2.5696 0.3836 -0.068 -0.018 -0.052 -0.091
C 0.4503 -2.2124 2.0998 -0.146 -0.031 -0.176 -0.074
C -0.0495 -0.1877 -3.9490 -0.159 0.032 0.170 -0.120
C -1.6632 3.7952 -4.4013 0.007 0.111 0.017 -0.076
C -0.3666 -0.5150 9.8923 0.020 0.050 -0.088 -0.083
C 2.0524 4.5875 -10.2047 0.001 0.037 0.075 -0.089
C 3.0816 -0.8344 -7.2301 -0.138 0.299 -0.068 -0.074
C -0.1860 -0.2044 -5.4769 0.102 0.076 -0.101 -0.466
C 1.9000 -1.0784 -6.5549 0.074 -0.078 -0.060 0.081
C 0.8610 -4.4029 5.5829 -0.008 0.073 0.101 -0.319
C 2.0785 -2.2977 12.0891 0.048 -0.139 0.016 -0.327
C -0.3707 -4.8884 6.3283 -0.036 0.060 -0.022 -0.082
C -2.8983 3.4215 -3.6039 0.039 0.169 -0.148 -0.299
C -0.4350 -1.7312 1.1434 0.156 -0.022 0.198 -0.098
C 2.7015 1.5514 -7.2307 0.119 -0.137 -0.098 0.021
C -0.7613 -1.3343 -3.2208 0.303 0.224 0.212 -0.219
C -0.4063 -1.8336 9.1474 0.037 -0.075 0.083 -0.306
C 4.7615 0.3781 -8.2991 0.185 -0.161 -0.262 -0.382
C -2.9068 -2.0365 -1.2038 0.313 -0.092 -0.019 -0.150
C 1.1155 0.0176 -6.2153 0.069 0.111 -0.197 -0.100
C 1.7142 -2.6429 1.7144 -0.024 0.029 0.155 -0.085
C -4.6466 -3.5341 3.6198 -0.045 0.074 -0.040 -0.089
C 3.2159 -2.4901 13.0730 0.057 0.002 -0.082 -0.089
C 1.5169 1.3180 -6.5491 -0.084 -0.089 0.142 0.020
H 3.0136 2.5469 -7.5148 -0.015 0.051 0.058 0.124
H -1.8458 4.6808 -5.0135 -0.002 -0.018 -0.032 0.081
H -0.4262 0.7855 -3.6262 -0.024 0.028 -0.085 0.099
H 0.1376 -2.2656 3.1348 0.164 -0.022 0.074 0.085
H -4.5874 -4.5980 3.8532 0.014 -0.002 0.008 0.074
H -2.5392 -3.3227 3.1999 0.011 -0.064 -0.043 0.103
H 4.0946 -1.9315 12.7504 -0.010 0.026 0.014 0.078
H 0.6614 -0.2540 10.1525 -0.003 -0.026 0.037 0.065
H 0.0150 7.1642 0.1658 0.000 0.027 0.004 0.073
H -0.0688 -2.1784 -3.1641 -0.181 -0.186 -0.137 0.075
H 2.8134 4.8833 -9.4817 0.015 -0.028 0.000 0.075
H -3.5319 -1.2246 3.1926 -0.009 0.054 -0.024 0.086
H 6.0194 -1.2462 -8.1399 0.209 -0.093 -0.741 0.159
H -1.0939 1.5085 -1.5284 0.131 0.015 0.163 0.023
H -1.2759 6.0560 0.6304 -0.036 0.014 0.022 0.073
H 1.8006 5.4687 -10.7995 -0.006 -0.027 -0.042 0.072
H 1.1914 -2.8492 12.4194 -0.030 0.060 0.025 0.112
H -1.5441 5.5442 -1.8014 -0.206 -0.007 -0.146 0.055
H 2.9316 -2.1509 14.0696 -0.013 -0.009 0.004 0.076
H -1.5370 8.3334 -1.4017 -0.015 0.007 -0.024 0.110
H -0.4206 -4.4386 7.3212 0.023 -0.017 0.020 0.059
H -2.6931 2.5456 -2.9926 -0.107 0.045 0.052 0.074
H -1.4014 7.7717 1.0427 -0.015 -0.001 -0.001 0.071
H 0.0200 5.7846 -9.0859 -0.005 0.024 0.017 0.078
H 0.8490 -2.5667 6.2532 -0.313 -0.102 -0.077 0.039
H 1.5055 -2.0345 -1.6069 0.107 -0.031 -0.007 0.085
H -3.7343 3.1837 -4.2692 0.041 -0.078 -0.028 0.115
H -2.8445 7.2414 -0.9253 -0.002 0.070 0.018 0.108
H -2.7535 0.9321 -1.5827 0.000 0.066 -0.015 0.025
H -5.6029 -3.3342 3.1358 0.000 -0.027 -0.014 0.076
H -3.8065 -1.4231 -1.2122 -0.054 -0.008 -0.012 0.034
H 3.4962 -3.5439 13.1388 -0.031 -0.008 0.040 0.074
H -0.8313 4.0307 -3.7348 0.002 -0.029 0.014 0.076
H 2.3918 -3.0306 2.4647 0.043 0.013 -0.016 0.101
H -2.9756 -2.7775 -2.0031 -0.097 -0.020 -0.004 0.029
H 2.6659 -3.6381 10.8006 0.032 -0.006 -0.049 0.085
H 0.8860 2.1541 -6.2777 -0.042 -0.013 -0.012 0.120
H -1.3677 2.9801 -5.0604 -0.027 -0.004 -0.024 0.049
H 2.4778 3.8361 -10.8713 -0.011 -0.004 -0.005 0.076
H -3.4691 5.2496 -3.2240 0.098 0.057 0.027 0.085
H -1.9285 0.9604 -0.0482 0.159 -0.020 0.046 0.039
H 1.8103 -1.2451 12.0152 -0.015 0.006 -0.019 0.101
H 1.0097 -0.1938 -3.6905 0.028 -0.006 -0.039 0.124
H 1.5964 -2.0901 -6.3220 -0.034 0.007 0.014 0.140
H 3.0834 -2.9007 0.0813 0.035 -0.004 0.006 0.099
H -0.9514 -0.5690 10.8117 0.008 -0.011 0.010 0.079
H -1.4287 -2.0850 8.8681 0.018 -0.014 -0.097 0.116
H -0.3579 -5.9742 6.4394 0.007 -0.001 -0.003 0.073
H -1.6332 -1.6784 -3.7748 -0.047 0.063 -0.041 0.077
H -0.0102 -2.6398 9.7702 -0.068 0.009 0.053 0.096
H -2.8611 -2.5823 -0.2608 -0.103 0.083 0.035 0.007
H 0.0622 3.7461 -10.2143 0.032 -0.063 -0.011 0.111
H -3.5332 -3.6594 1.7788 0.023 0.022 -0.028 0.106
H -4.6255 -2.9771 4.5597 0.030 -0.036 0.022 0.072
H -1.2748 -4.6032 5.7880 0.001 -0.022 -0.016 0.068
H -1.4174 -1.4132 1.4740 -0.060 0.001 -0.104 0.080
H 1.7688 -4.7053 6.1190 -0.002 -0.068 -0.034 0.108
H 0.8979 -4.8483 4.5879 0.039 -0.003 -0.010 0.107
H 1.2545 -1.5664 8.1805 -0.013 0.010 0.072 0.095
H 1.0813 3.1832 -8.8904 -0.050 -0.023 0.014 0.084
H -0.7658 0.2860 9.2698 -0.034 -0.006 0.011 0.078
```
Forces are in eV/Å.

Calculated values
net charge = 0
SMILES string = C[Si](C)(CCC(F)(F)c1ccc2c(c1)C(=O)NC2=O)c1ccccc1.CCO.CCO.CCO.CCO.CCO.CCO.CCO
HOMO level = -8.91 eV
LUMO = -0.45 eV
orbital gap = 8.46 eV

Record 2
The following is a DFT calculation (ωB97M-V with the def2-TZVPD basis set) of C53H48BiF5N8O2SSi as an isolated structure.

```
119
Properties=species:S:1:pos:R:3:forces:R:3:nbo_charge:R:1
Bi -0.5676 0.2394 0.7960 0.000 -0.352 -0.168 1.941
S -3.4530 -0.5293 0.3278 -0.071 0.071 -0.218 -0.428
Si 2.6307 -0.7962 0.2935 0.012 0.054 -0.035 1.726
F -6.0939 -1.0664 -1.0424 0.036 -0.033 0.064 -0.308
F -5.1391 -4.5319 3.0210 0.004 0.035 -0.043 -0.300
F -3.3096 -2.6826 2.4294 -0.229 0.261 0.191 -0.331
F -7.8937 -2.9461 -0.4484 0.056 0.010 0.034 -0.296
F -7.4588 -4.6964 1.5898 0.052 0.048 -0.010 -0.294
O 0.4685 3.6359 1.6627 -0.023 0.014 0.015 -0.493
O -0.6114 -0.0916 2.9363 -0.055 0.059 -0.168 -0.866
N -1.7360 2.1396 1.8635 -0.230 0.196 0.182 -0.325
N 0.1832 -2.1829 0.7315 0.061 0.240 0.038 -0.535
N -2.7199 1.9136 2.6126 -0.007 0.184 -0.028 -0.105
N 2.5622 2.4354 -7.7534 -0.238 -0.034 0.146 -0.213
N 1.2914 2.1425 -6.0550 -0.193 0.081 -0.145 -0.199
N -0.1984 1.2066 -4.3983 0.018 0.009 0.084 -0.368
N 1.3243 2.3378 -7.3930 0.142 -0.037 -0.072 -0.066
N -0.5235 0.2993 -2.4107 -0.166 -0.031 -0.189 -0.492
C -3.0057 3.8785 0.6809 -0.009 -0.072 -0.014 -0.191
C 0.0650 -5.0094 1.4085 -0.008 0.002 -0.039 -0.408
C -1.8987 5.8718 -0.0537 0.002 -0.034 0.004 -0.190
C -1.8185 3.4126 1.2225 0.008 -0.022 -0.048 0.105
C 1.6441 4.4260 1.6745 -0.024 -0.013 -0.031 -0.253
C 6.1145 -2.6088 2.8336 -0.011 -0.014 -0.015 -0.206
C -1.8281 -0.9866 4.7214 -0.022 0.001 -0.080 -0.228
C 1.0723 -4.0831 2.1210 -0.061 0.026 -0.029 -0.421
C 4.8397 -0.5476 -1.6557 -0.139 0.117 -0.062 -0.217
C 5.3681 -0.2591 -2.8441 -0.065 0.039 -0.020 -0.165
C 4.4621 -2.8282 1.1017 0.070 0.053 0.050 -0.147
C -0.6989 5.4143 0.4811 0.008 -0.018 -0.053 -0.301
C -4.1667 -0.4117 5.0381 0.054 -0.137 -0.030 -0.099
C -0.3601 -0.1500 -4.6072 -0.050 0.008 0.075 -0.091
C -2.8118 0.7712 3.3581 0.089 -0.163 0.165 0.029
C -1.7377 -0.0950 3.6093 -0.012 0.040 0.152 0.385
C -6.7617 -2.8670 0.2638 -0.063 0.003 -0.042 0.250
C 1.3387 -2.1078 -0.1958 -0.044 -0.085 0.017 -0.709
C 3.3435 2.3090 -6.6470 0.148 0.130 -0.177 0.013
C 5.3722 2.3326 -5.3667 -0.080 -0.044 0.037 -0.159
C -4.4452 -2.6954 1.7056 0.020 -0.078 -0.031 0.346
C -1.2182 -4.2564 1.0683 0.101 -0.054 0.086 -0.420
C -3.0509 5.1081 0.0395 0.013 0.014 -0.007 -0.240
C 4.5832 -0.8113 2.3854 -0.047 -0.003 0.039 -0.187
C 4.5491 0.3301 -3.9499 0.078 -0.006 0.060 -0.236
C -0.2392 2.7633 -2.4198 0.017 0.088 -0.019 -0.654
C -5.2297 1.2827 3.6752 -0.071 0.025 0.014 -0.196
C -6.4324 1.0021 4.2730 0.026 0.012 0.013 -0.191
C -0.6530 4.1791 1.1153 0.136 -0.050 -0.028 0.277
C 5.6443 -1.3342 3.1133 -0.018 -0.003 0.002 -0.212
C -4.6237 -1.7674 0.6808 0.003 -0.032 0.155 -0.301
C -0.5569 -0.6873 -3.3748 -0.064 0.001 0.033 -0.081
C -5.8177 -1.9013 -0.0312 -0.049 0.083 -0.050 0.365
C 1.6714 0.5535 1.1291 0.159 0.025 0.139 -1.558
C -6.5474 -3.7589 1.2990 -0.067 -0.054 -0.015 0.251
C 4.7904 2.4671 -6.5584 -0.054 -0.024 0.055 -0.218
C 5.5215 -3.3579 1.8255 -0.037 0.010 -0.010 -0.220
C -4.0708 0.5716 4.0382 0.071 0.018 -0.135 -0.015
C -5.3734 -3.6703 2.0200 0.042 -0.019 0.074 0.254
C -0.9103 -3.0596 0.1796 -0.002 -0.070 0.044 -0.250
C 3.4087 -0.2889 -1.3427 0.383 -0.126 0.090 -0.521
C 4.6129 1.8815 -4.1498 0.028 -0.032 -0.068 -0.238
C 2.6071 0.2073 -2.2882 -0.105 0.040 0.041 -0.083
C 3.0261 0.4302 -3.7049 0.021 -0.107 0.003 -0.261
C -6.5324 0.0053 5.2590 0.020 -0.009 0.003 -0.230
C 0.6136 -2.6277 2.0800 -0.074 -0.079 -0.013 -0.233
C 3.9711 -1.5453 1.3683 0.051 -0.071 -0.031 -0.522
C -0.3110 1.4209 -3.0519 -0.223 0.071 -0.172 0.382
C -0.0103 2.2127 -5.4128 0.106 -0.094 0.011 -0.032
C 2.5442 2.1244 -5.5543 0.107 -0.040 0.206 0.183
C -2.9920 -1.1397 5.3949 -0.035 0.007 0.062 -0.130
C 3.0384 1.9085 -4.1725 0.064 0.071 -0.032 -0.243
C -5.4112 -0.6833 5.6396 -0.045 0.025 0.011 -0.164
H -0.7495 -1.7155 -3.1146 0.019 0.005 -0.034 0.221
H -0.1514 3.1910 -4.9570 0.032 -0.005 0.044 0.216
H 1.4697 5.3844 2.1676 0.004 0.006 0.019 0.185
H -5.1624 2.0312 2.8986 -0.008 -0.005 0.006 0.228
H 0.9613 -1.8195 -1.1843 -0.009 0.028 0.086 0.241
H 1.9580 1.5531 0.7984 -0.047 -0.004 -0.040 0.255
H 6.1032 -0.7480 3.8996 -0.005 0.000 -0.005 0.215
H 5.3422 2.7329 -7.4500 -0.007 0.009 0.013 0.231
H -0.9422 -1.5524 4.9806 -0.006 -0.015 -0.029 0.214
H 5.8846 -4.3533 1.6023 0.004 0.007 0.006 0.213
H 2.5802 2.5964 -3.4608 0.028 0.082 0.023 0.217
H 4.0235 -3.4242 0.3079 -0.003 0.004 -0.007 0.198
H -3.0501 -1.8417 6.2194 -0.018 -0.019 -0.029 0.213
H 6.4395 2.4858 -5.2542 -0.015 0.002 -0.015 0.213
H 6.4231 -0.4278 -3.0336 -0.016 -0.033 0.012 0.209
H 2.4160 -0.2119 -4.3458 0.004 -0.014 -0.008 0.226
H 5.4687 -0.9591 -0.8766 -0.006 -0.031 0.041 0.217
H -0.1566 -5.8809 2.0250 0.002 -0.007 -0.005 0.216
H -0.3410 -0.5782 -5.5949 0.026 -0.005 0.012 0.233
H -0.5691 -3.4303 -0.7900 0.023 0.020 -0.030 0.187
H -7.4919 -0.2235 5.7037 0.006 0.022 0.013 0.214
H -3.9800 5.4625 -0.3855 0.001 -0.002 -0.001 0.221
H 1.5603 0.4016 -2.0688 0.316 -0.105 0.017 0.200
H -0.3442 2.6369 -1.3473 -0.008 0.070 0.118 0.241
H 2.0669 -4.1798 1.6850 0.029 -0.007 0.003 0.206
H 4.7720 -0.1687 -4.8944 -0.005 0.022 -0.018 0.225
H -1.9079 -4.9028 0.5226 -0.033 -0.011 0.003 0.224
H 1.1761 -4.3569 3.1728 0.008 0.000 0.004 0.219
H 2.0164 4.6023 0.6612 -0.005 0.008 -0.004 0.174
H 1.7871 -3.1005 -0.3284 -0.011 -0.026 -0.027 0.217
H 1.4095 -1.9658 2.4254 -0.027 0.031 0.001 0.219
H -0.2247 -2.4785 2.7579 0.009 0.000 -0.061 0.223
H -5.4697 -1.4617 6.3915 0.006 0.014 0.005 0.209
H 0.4998 -5.3895 0.4792 0.024 -0.007 0.000 0.193
H -0.7325 2.0999 -6.2176 -0.029 -0.029 -0.008 0.242
H 0.7068 3.2697 -2.6199 -0.011 0.002 0.024 0.220
H 2.3823 3.8607 2.2368 -0.003 -0.020 -0.012 0.206
H -1.0501 3.4131 -2.7549 -0.013 -0.004 0.027 0.240
H -3.8815 3.2476 0.7594 -0.005 0.005 -0.006 0.242
H -1.9214 6.8343 -0.5486 -0.005 -0.007 0.005 0.216
H -7.3185 1.5469 3.9726 0.000 -0.011 -0.010 0.213
H 6.9416 -3.0188 3.3989 -0.003 -0.002 0.001 0.215
H 4.2209 0.1845 2.6199 0.015 -0.009 -0.017 0.212
H -1.7420 -3.9400 1.9732 0.202 -0.130 -0.168 0.227
H 4.9957 2.3662 -3.2511 -0.013 -0.013 0.015 0.226
H -1.8053 -2.4559 0.0159 0.029 0.007 0.014 0.253
H 1.7524 0.5106 2.2202 0.018 0.035 -0.053 0.267
H 0.1903 6.0222 0.3976 -0.006 0.007 0.013 0.222
```
Forces are in eV/Å.

Calculated values
net charge = 0
energy relative to the best compared isomer or geometry (same formula, charge and spin) = 65.6 kcal/mol
HOMO level = -6.91 eV
LUMO = -0.65 eV
orbital gap = 6.26 eV